A 2-piece molecular cluster, F2NO overall. Source: OMol25; level of theory: the ωB97M-V functional and the def2-TZVPD basis.

Calculated values
ΔE to the lowest compared entry with this formula, charge and spin ... 336.9 kJ/mol
Total charge ... +1

Last column: Löwdin charge in e.
CARTESIAN COORDINATES (ANGSTROEM)
N: 0.10314 -0.72563 0.35210  0.339
O: 0.22522 -0.12288 -0.55874  0.360
F: -0.57918 -0.58349 1.64333  0.208
F: 0.25081 1.43200 -1.43669  0.092

Atomic forces in eV per Å
N 0.2271 -0.8650 0.2207
O -0.3261 -2.0748 1.7766
F 0.1975 0.6782 -0.9721
F -0.0985 2.2616 -1.0252